1.
This record from OMol25 describes a structure of composition C6H8N. The level of theory is ωB97M-V/def2-TZVPD.

Geometry as XYZ:
```
15
Properties=species:S:1:pos:R:3:forces:R:3
C -0.293658 1.361289 1.167206 1.5 -2.0 -1.5
C 0.661661 0.542528 0.664862 -0.8 1.0 0.0
C 1.811056 0.061885 -0.222557 0.0 -1.0 0.7
C 0.693485 -0.510894 -1.171830 -0.7 4.7 -1.5
C -1.347175 -0.852884 0.877448 3.3 1.6 0.3
C -0.379488 -0.237877 -0.078579 1.9 -1.7 0.2
N -1.386683 0.623278 0.473902 -3.3 0.4 1.2
H -0.511350 2.104732 1.827886 -0.2 2.2 1.5
H 2.687008 0.650549 -0.510949 -1.0 0.9 -0.6
H 2.383498 -0.725336 0.205090 0.0 -1.2 1.0
H 0.623324 0.246390 -2.028634 -0.3 -1.2 1.0
H 0.587867 -1.450453 -1.568140 0.6 -2.4 -0.7
H -2.073000 -1.416368 0.483728 -3.0 -1.7 -1.7
H -1.088725 -1.143704 1.879475 0.3 0.5 0.4
H -2.369937 0.947543 0.256805 1.7 -0.1 -0.4
```
Positions in Å, forces in eV/Å.

Calculated values
Total charge: +1
Spin multiplicity: 1

Atom charges from the natural (NBO) analysis, given in e for atoms 1 to 2: number 1, C, carries -0.028; number 2, C, carries 0.071

2.
This record from OMol25 describes the ion C6H8N with charge +1. The level of theory is ωB97M-V/def2-TZVPD.

Geometry as XYZ:
```
15
Properties=species:S:1:pos:R:3:forces:R:3
C -2.742812 -0.134320 0.118699 2.1 1.1 -1.7
C -1.243599 0.116120 -0.085160 1.4 -1.1 -0.4
C -0.089203 -0.640319 -0.356070 -1.6 1.2 -0.3
N 1.212841 0.241412 -0.446221 -0.8 -0.4 0.0
C 2.401539 -0.189140 0.447801 -0.2 2.2 0.3
C 0.643428 1.484496 -0.019850 -2.7 1.3 0.5
C -0.596292 1.375863 0.056732 3.2 1.4 -0.2
H -3.254769 0.647803 -0.484515 0.3 -0.3 0.6
H -2.813702 0.129545 1.176017 -1.0 -1.0 0.0
H -2.994540 -1.058929 -0.400624 -0.4 -0.4 1.2
H -0.037233 -1.678937 -0.507586 0.4 -1.1 -0.4
H 1.560050 0.462012 -1.428200 -0.6 -1.0 1.1
H 3.060330 -0.821557 -0.098166 0.5 -0.2 -0.7
H 2.855488 0.832992 0.735674 -0.4 -2.1 -0.3
H 2.038479 -0.767038 1.291471 -0.3 0.4 0.1
```
Positions in Å, forces in eV/Å.

Calculated values
Total charge: +1
Spin multiplicity: 1
SMILES: CC1=C[N@H+](C)C#C1

Atom charges from the natural (NBO) analysis, given in e for atoms 1 to 2: number 1, C, carries -0.639; number 2, C, carries -0.002

3.
This record from OMol25 describes the molecule C6H8N2. The level of theory is ωB97M-V/def2-TZVPD.

Geometry as XYZ:
```
16
Properties=species:S:1:pos:R:3:forces:R:3
N -0.076840 -1.103943 -0.786964 -0.6 -6.6 -4.8
C -1.226740 -0.617671 -0.160482 -1.3 -1.2 -0.6
C -1.058748 0.826132 -0.007555 -3.0 3.6 -0.5
N 0.101391 1.290840 -0.826119 -2.4 0.7 1.9
C 1.204672 0.683886 -0.156403 2.8 4.3 1.3
C 1.143664 -0.805400 -0.119586 2.5 -1.9 -1.0
C 0.789825 -0.027583 1.080174 -2.4 -2.3 0.9
C -0.804229 -0.098272 1.096033 2.6 1.8 6.0
H -0.285297 -2.119384 -1.263650 1.4 3.4 1.9
H -2.205077 -1.021744 -0.396683 0.3 -0.4 0.1
H -1.961951 1.495915 0.175829 1.3 -0.8 -0.9
H -0.197754 0.862454 -1.697986 1.3 -0.2 -0.3
H 1.968160 1.565512 0.154100 -0.7 -2.8 -1.5
H 2.093946 -1.511786 -0.187118 -2.4 1.5 0.0
H 1.411206 -0.252387 1.930636 0.0 0.7 0.3
H -1.285753 -0.093412 2.183362 0.8 0.1 -2.8
```
Positions in Å, forces in eV/Å.

Calculated values
Total charge: 0
Spin multiplicity: 1
SMILES: N1[C@@H]2[C@@H]3N[C@@H]4[C@H]1[C@@H]4[C@H]23

Atom charges from the natural (NBO) analysis, given in e for atoms 1 to 2: number 1, N, carries -0.655; number 2, C, carries -0.107

Values of E_tot, in order: -287.70517; -287.65566; -342.76170, all in Ha.
Values of F_max, in order: 5.0; 3.5; 8.2, all in eV Å⁻¹.
Values of ΔE to the lowest compared entry with this formula, charge and spin, in order: 157.5; 188.6; 108.1, all in kcal per mole.